(1)
10
Properties=species:S:1:pos:R:3:mulliken_charge:R:1 method="wB97M-V/def2-TZVPD" max_force_ev_per_a=2.0 total_charge=0 e_above_lowest_ev=4.177 total_energy_ev=-7188.512 smiles=C#C.C#C.N#N e_lumo_ev=1.2378 homo_energy_ev=-9.711
C 1.25129 1.03561 -0.02403 -0.132
C 1.88531 0.03429 -0.20989 -0.599
H 0.95801 2.03901 0.14044 0.370
H 2.55774 -0.77050 -0.35333 0.412
C -1.88986 -0.04234 0.20775 -0.601
C -1.30453 0.97478 -0.04077 -0.132
H -2.52037 -0.86949 0.40419 0.413
H -1.06109 1.97994 -0.26475 0.370
N 0.58012 -2.16254 -0.08744 -0.051
N -0.48208 -2.17979 0.20156 -0.049



(2)
20
Properties=species:S:1:pos:R:3:mulliken_charge:R:1 method="wB97M-V/def2-TZVPD" max_force_ev_per_a=5.0 total_charge=0 e_above_lowest_ev=3.401 total_energy_ev=-8826.012 e_lumo_ev=0.9908 homo_energy_ev=-8.015
C 0.20160 -0.87411 -0.17066 -0.025
C -1.30158 -0.93565 -0.05544 -0.847
C 2.06924 0.55069 0.58213 -1.037
C -1.19924 1.83787 -0.83681 -0.734
N 0.66616 0.20829 0.68755 -0.208
N -1.52844 0.99971 0.28985 -0.428
N 0.93426 -2.12407 0.15634 -0.651
H 0.38076 0.06032 1.64828 0.225
H -2.49928 0.68287 0.20825 0.244
H 0.48537 -0.60560 -1.19443 0.459
H 0.61625 -2.46542 1.06062 0.258
H 0.66609 -2.83732 -0.51940 0.253
H -1.63614 -1.41887 0.86500 0.360
H -1.78908 -1.30837 -0.96024 0.345
H 2.27761 1.37515 1.26254 0.330
H 2.72487 -0.30110 0.80325 0.352
H 2.27186 0.88344 -0.43755 0.287
H -0.14624 2.12375 -0.81555 0.221
H -1.79371 2.75408 -0.74932 0.368
H -1.40037 1.39434 -1.82442 0.229